No. 1
# C5H10O2

A single C5H10O2 molecule in a non-equilibrium geometry (ωB97M-V with the def2-TZVPD basis set, the OMol25 dataset).

```
! wB97M-V def2-TZVPD RIJCOSX def2/J DEFGRID3
* xyz 0 1
C 1.01101 0.39119 -1.71290
C -0.07838 0.96116 -0.81820
C -1.13065 -0.06238 -0.32879
C -0.60060 -1.17040 0.66527
C -0.06975 -0.45956 1.84922
O -0.69705 -0.02084 2.76262
O 1.30147 -0.28788 1.78269
H 1.73884 1.15192 -1.96432
H 1.56310 -0.36960 -1.15343
H 0.56234 -0.09300 -2.57804
H 0.33806 1.41604 0.08097
H -0.65913 1.70759 -1.36157
H -1.77146 0.53687 0.31729
H -1.60444 -0.55199 -1.17333
H 0.10102 -1.78121 0.10881
H -1.46005 -1.73014 1.03214
H 1.45567 0.36225 2.49157
*
```

Properties
Orbital gap = 0.4245 Eh
SMILES = CCCCC(=O)O
Electronic energy = -9442.53942 eV
Max |F| = 2.03 eV/Å

Mulliken atomic charge list, values in e, 5 entries: -1.175 -0.331 -0.782 -0.440 0.430


No. 2
# C5H10O2

A single C5H10O2 molecule (ωB97M-V with the def2-TZVPD basis set, the OMol25 dataset).

```
! wB97M-V def2-TZVPD RIJCOSX def2/J DEFGRID3
* xyz 0 1
O 2.63208 -0.19570 -0.88053
C 1.82522 -0.72461 0.16442
C 0.43164 -0.44021 -0.32985
C -0.84713 -0.91392 0.35093
C -1.78325 0.26233 0.04178
C -0.84172 1.45623 0.16583
O 0.37858 0.99617 -0.37234
H 2.22330 0.67463 -1.04746
H 2.03759 -0.21773 1.11713
H 1.99987 -1.79833 0.30376
H 0.48938 -0.78587 -1.37036
H -0.73654 -1.05675 1.43264
H -1.19144 -1.86209 -0.07613
H -2.65192 0.32390 0.69979
H -2.12167 0.18641 -0.99769
H -0.70619 1.76298 1.21512
H -1.13781 2.33255 -0.41702
*
```

Properties
Orbital gap = 0.3947 Eh
SMILES = OC[C@H]1CCCO1
Electronic energy = -9441.43939 eV
Max |F| = 0.60 eV/Å

Mulliken atomic charge list, values in e, 5 entries: -0.556 -0.534 0.184 -0.598 -0.523


No. 3
# C5H10O2

A single C5H10O2 molecule in a non-equilibrium geometry (ωB97M-V with the def2-TZVPD basis set, the OMol25 dataset).

```
! wB97M-V def2-TZVPD RIJCOSX def2/J DEFGRID3
* xyz 0 1
O 0.36262 0.14150 -1.67975
C 0.36575 -0.92088 -0.73547
C -0.92832 -0.98870 0.08880
C -1.33340 0.45895 0.36477
C -0.09806 1.41994 0.42442
O 1.33313 0.91050 0.32802
C 1.48043 -0.51624 0.23165
H 1.03336 0.76288 -1.25392
H 0.55284 -1.85915 -1.26263
H -0.72990 -1.52772 1.02739
H -1.72788 -1.53510 -0.42137
H -1.91440 0.54100 1.29291
H -2.00813 0.76472 -0.44738
H -0.04435 1.91970 1.37840
H -0.22602 2.16304 -0.37659
H 1.41416 -0.96587 1.22728
H 2.46818 -0.76857 -0.18654
*
```

Properties
Orbital gap = 0.3995 Eh
SMILES = O[C@@H]1CCCOC1
Electronic energy = -9440.57182 eV
Max |F| = 1.66 eV/Å

Mulliken atomic charge list, values in e, 5 entries: -0.644 -0.037 -0.764 -0.393 -0.557


No. 4
# C5H10O2

A single C5H10O2 molecule in a non-equilibrium geometry (ωB97M-V with the def2-TZVPD basis set, the OMol25 dataset).

```
! wB97M-V def2-TZVPD RIJCOSX def2/J DEFGRID3
* xyz 0 1
C 2.43163 0.14284 0.45729
C 1.16951 -0.10529 1.31138
C 0.33176 -1.25671 0.69593
C -0.26721 -0.88428 -0.66933
C -1.04159 0.38605 -0.75684
O -0.94591 1.28299 -1.54338
O -1.95229 0.45117 0.27138
H 3.22326 -0.56666 0.72426
H 2.88603 1.11108 0.50824
H 2.28535 -0.08626 -0.60429
H 0.49149 0.73870 1.38386
H 1.61133 -0.53770 2.19650
H -0.51662 -1.37311 1.35843
H 0.91529 -2.16812 0.59731
H 0.49106 -0.95698 -1.45508
H -0.91310 -1.70343 -0.98845
H -2.21844 1.38220 0.27759
*
```

Properties
Orbital gap = 0.4213 Eh
SMILES = CCCCC(=O)O
Electronic energy = -9442.32666 eV
Max |F| = 2.44 eV/Å

Mulliken atomic charge list, values in e, 5 entries: -1.097 -0.424 -0.738 -0.566 0.509


No. 5
# C5H10O2

2 unconnected molecules or ions with the total composition C5H10O2 (ωB97M-V with the def2-TZVPD basis set, the OMol25 dataset).

```
! wB97M-V def2-TZVPD RIJCOSX def2/J DEFGRID3
* xyz 0 1
C -2.00609 -0.48406 0.88038
C -1.07183 0.28217 0.00898
O -1.21071 1.56684 -0.00610
C 0.18843 -0.45690 -0.37555
C 1.44212 0.34911 -0.71229
C 2.00890 -0.24662 0.58558
O 0.77757 -0.92994 0.87331
H -2.96051 0.03312 0.97937
H -2.15014 -1.49389 0.48573
H -1.52905 -0.58583 1.86218
H -0.90617 0.66680 -1.97311
H -0.86952 1.58811 -1.05179
H -0.04917 -1.29055 -1.03976
H 1.93379 0.05654 -1.64016
H 1.30194 1.43071 -0.70159
H 2.26745 0.47033 1.37287
H 2.83298 -0.95595 0.45195
*
```

Properties
Orbital gap = 0.2870 Eh
Electronic energy = -9436.85703 eV
Max |F| = 0.36 eV/Å

Mulliken atomic charge list, values in e, 5 entries: -1.233 -0.079 -0.391 0.230 -0.443


No. 6
# C5H10O2

2 unconnected molecules or ions with the total composition C5H10O2 (ωB97M-V with the def2-TZVPD basis set, the OMol25 dataset).

```
! wB97M-V def2-TZVPD RIJCOSX def2/J DEFGRID3
* xyz 0 1
C -1.46505 -0.31241 -0.42857
C -0.46058 0.47606 0.39968
C 0.27256 -1.87376 1.35326
O 0.63387 -2.45681 0.23197
C 1.06192 0.46589 0.20293
C 0.25816 1.61681 -0.26748
O 0.15759 1.71978 -1.65559
H -2.23399 0.37075 -0.81893
H -1.96504 -1.07192 0.17967
H -1.00076 -0.82222 -1.27780
H -0.78802 0.66384 1.42195
H 1.18343 -1.39551 1.79367
H 1.56927 -2.33005 -0.01536
H 1.71174 0.61446 1.06485
H 1.48522 -0.14951 -0.59006
H 0.34130 2.55892 0.27229
H -0.76163 1.92567 -1.86649
*
```

Properties
Orbital gap = 0.3395 Eh
Electronic energy = -9437.53459 eV
Max |F| = 0.48 eV/Å

Mulliken atomic charge list, values in e, 5 entries: -1.527 0.402 -0.315 -0.246 -0.962


No. 7
# C5H10O2

A single C5H10O2 molecule (ωB97M-V with the def2-TZVPD basis set, the OMol25 dataset).

```
! wB97M-V def2-TZVPD RIJCOSX def2/J DEFGRID3
* xyz 0 1
C -2.35458 -0.07722 0.74419
C -0.88310 0.21249 0.75697
C 0.07277 -0.89446 1.03963
O 1.31829 -0.03160 0.78283
C 0.86864 0.70757 -0.57439
C 1.69635 0.22826 -1.73391
O -0.43561 0.41633 -0.66600
H -2.91694 0.81695 0.45414
H -2.67736 -0.34687 1.75672
H -2.64977 -0.89258 0.06164
H 0.87264 0.70219 1.35820
H 0.19423 -1.72672 0.33081
H 0.13827 -1.22848 2.07677
H 1.08995 1.74360 -0.27724
H 1.50051 -0.82558 -1.94521
H 1.40248 0.81362 -2.61211
H 2.76324 0.38250 -1.55304
*
```

Properties
Orbital gap = 0.2912 Eh
Electronic energy = -9437.80548 eV
Max |F| = 0.38 eV/Å

Mulliken atomic charge list, values in e, 5 entries: -1.263 -0.202 -0.310 -0.226 0.434


No. 8
# C5H10O2

2 unconnected molecules or ions with the total composition C5H10O2 (ωB97M-V with the def2-TZVPD basis set, the OMol25 dataset).

```
! wB97M-V def2-TZVPD RIJCOSX def2/J DEFGRID3
* xyz 0 1
C -0.73217 -0.50637 -2.58484
O -0.41499 -0.50815 -1.21999
C -0.64410 0.74876 -0.59018
C -0.13637 0.56198 0.78225
C 0.52462 -0.40404 1.33868
O 1.21217 -1.52060 1.11818
C -0.41248 0.26228 2.25520
H -1.78889 -0.24956 -2.74921
H -0.54947 -1.51728 -2.95583
H -0.10329 0.20299 -3.14368
H -0.10091 1.53548 -1.13988
H -1.71276 1.01090 -0.61114
H 1.17955 -1.62370 0.15034
H -0.06249 0.96110 3.01900
H -1.30680 -0.29560 2.55578
H 2.37396 0.94461 1.59905
H 2.73132 0.45974 2.03872
*
```

Properties
Orbital gap = 0.3436 Eh
SMILES = COCC1=C(O)C1.[H][H]
Electronic energy = -9437.64685 eV
Max |F| = 0.59 eV/Å

Mulliken atomic charge list, values in e, 5 entries: -0.755 -0.278 -0.402 0.308 -0.110


No. 9
# C5H10O2

A single C5H10O2 molecule (ωB97M-V with the def2-TZVPD basis set, the OMol25 dataset).

```
! wB97M-V def2-TZVPD RIJCOSX def2/J DEFGRID3
* xyz 0 1
C -1.47920 -0.63390 -0.60162
C -0.65500 0.11444 0.49532
C 0.30895 1.24980 -0.01177
O 0.03805 1.94207 -1.20539
C 1.40455 0.18846 -0.13298
C 0.60169 -0.66580 0.87839
O 0.40746 -2.03460 0.63544
H -2.11601 0.17023 -0.93741
H -2.08319 -1.48196 -0.23063
H -0.93368 -1.05858 -1.46330
H -1.31516 0.43868 1.31540
H 0.55598 1.97208 0.79055
H -0.69501 2.54924 -1.03990
H 2.44259 0.45551 0.08872
H 1.32582 -0.24471 -1.13404
H 0.93371 -0.48299 1.91296
H 1.25847 -2.47797 0.64025
*
```

Properties
Orbital gap = 0.3909 Eh
SMILES = C[C@@H]1[C@H](O)C[C@@H]1O
Electronic energy = -9440.98792 eV
Max |F| = 0.93 eV/Å

Mulliken atomic charge list, values in e, 5 entries: -1.265 0.028 0.063 -0.564 -1.001


No. 10
# C5H10O2

A single C5H10O2 molecule (ωB97M-V with the def2-TZVPD basis set, the OMol25 dataset).

```
! wB97M-V def2-TZVPD RIJCOSX def2/J DEFGRID3
* xyz 0 1
C 1.95971 1.22608 -0.19497
O 0.59032 0.97781 -0.38609
C 0.27709 -0.37192 -0.57200
C 0.45633 -1.31302 0.63141
O -0.94735 -1.59112 0.67728
C -1.22608 -0.65973 -0.38892
C -2.08244 0.49644 0.07964
H 2.35802 0.67087 0.66709
H 2.55675 0.96838 -1.08246
H 2.05948 2.29568 0.00075
H 0.71261 -0.75318 -1.50791
H 0.81758 -0.81374 1.54131
H 1.04718 -2.22052 0.45900
H -1.69595 -1.17477 -1.23923
H -2.40535 1.11295 -0.76502
H -2.96861 0.09725 0.57862
H -1.53926 1.12972 0.78483
*
```

Properties
Orbital gap = 0.3921 Eh
SMILES = CO[C@H]1CO[C@H]1C
Electronic energy = -9440.53250 eV
Max |F| = 0.37 eV/Å

Mulliken atomic charge list, values in e, 5 entries: -0.749 -0.334 0.001 -0.538 -0.443


No. 11
# C5H10O2

2 unconnected molecules or ions with the total composition C5H10O2 in a non-equilibrium geometry (ωB97M-V with the def2-TZVPD basis set, the OMol25 dataset).

```
! wB97M-V def2-TZVPD RIJCOSX def2/J DEFGRID3
* xyz 0 1
C 0.28882 0.70818 -1.62015
C -0.60699 0.27495 -0.67278
C -0.81346 -0.97216 -0.07530
C -0.01629 -1.20655 0.92524
C 0.19493 -2.57941 1.48281
O 1.20399 -0.39223 1.10706
H 0.00636 1.48692 -2.36103
H 1.43006 0.36416 -1.67090
H -1.48939 1.00426 -0.77725
H -0.97142 -2.03352 -0.46873
H 0.72597 -2.67564 2.45254
H 0.73484 -3.27339 0.84948
H -0.72310 -3.08655 1.77747
H 1.59158 0.11568 0.37663
O -0.51294 3.27558 -0.94571
H -0.24175 4.00013 -1.58268
H -0.87355 3.68109 -0.12522
*
```

Properties
Orbital gap = 0.3449 Eh
SMILES = C=C/C=C(/C)O.O
Electronic energy = -9437.85676 eV
Max |F| = 7.39 eV/Å

Mulliken atomic charge list, values in e, 5 entries: -0.626 -0.065 -0.319 0.642 -1.310


No. 12
# C5H10O2

A single C5H10O2 molecule in a non-equilibrium geometry (ωB97M-V with the def2-TZVPD basis set, the OMol25 dataset).

```
! wB97M-V def2-TZVPD RIJCOSX def2/J DEFGRID3
* xyz 0 1
O 1.35096 2.07650 2.33670
C 1.07414 1.06608 1.74812
C 0.43423 1.03473 0.37594
C 0.68178 -0.28552 -0.37200
C -0.35880 -1.35586 -0.16358
C -1.60009 -1.20522 -1.05311
O -1.32612 -0.86046 -2.40863
H 1.29355 0.09132 2.21659
H -0.62296 1.29212 0.50545
H 0.82395 1.86603 -0.21580
H 0.90219 -0.09815 -1.42211
H 1.65637 -0.60979 0.02104
H -0.67432 -1.33429 0.88466
H 0.08211 -2.35300 -0.25844
H -2.20387 -2.10035 -0.98464
H -2.14565 -0.33389 -0.67595
H -0.50720 -1.30209 -2.66833
*
```

Properties
Orbital gap = 0.3941 Eh
SMILES = O=CCCCCO
Electronic energy = -9441.30975 eV
Max |F| = 1.27 eV/Å

Mulliken atomic charge list, values in e, 5 entries: -0.473 -0.042 -0.505 -0.576 -0.754


No. 13
# C5H10O2

A single C5H10O2 molecule (ωB97M-V with the def2-TZVPD basis set, the OMol25 dataset).

```
! wB97M-V def2-TZVPD RIJCOSX def2/J DEFGRID3
* xyz 0 1
C -2.20298 -1.15137 -0.94612
O -0.90208 -0.64193 -1.08953
C -0.57290 0.27587 -0.08055
C 0.89996 0.61382 -0.20593
C 1.37827 1.57186 0.86769
C 1.46175 -1.42271 0.81531
O 1.71498 -0.60174 -0.15904
H -2.34170 -1.62648 0.03726
H -2.34591 -1.90172 -1.72782
H -2.96286 -0.36224 -1.06380
H -0.76363 -0.15142 0.91435
H -1.15761 1.20687 -0.18353
H 1.09935 1.00368 -1.20789
H 2.44676 1.77562 0.75176
H 0.83700 2.52160 0.80580
H 1.21332 1.12961 1.85571
H 2.19827 -2.23932 0.61633
*
```

Properties
Orbital gap = 0.3484 Eh
Electronic energy = -9438.58096 eV
Max |F| = 0.55 eV/Å

Mulliken atomic charge list, values in e, 5 entries: -0.721 -0.301 -0.778 0.501 -1.443


No. 14
# C5H10O2

A molecular structure, C5H10O2 in a non-equilibrium geometry (ωB97M-V with the def2-TZVPD basis set, the OMol25 dataset).

```
! wB97M-V def2-TZVPD RIJCOSX def2/J DEFGRID3
* xyz 0 1
C 1.95058 1.35155 0.18329
C 1.36772 0.14952 -0.63794
C -0.49202 0.36482 -0.03957
O -1.06607 1.06884 -0.86513
C -0.00647 -0.95046 -0.34119
C -2.64651 -1.04514 -0.02176
O -2.61458 -0.86028 1.17571
H 2.98122 1.51494 -0.17282
H 1.41990 2.30605 0.05779
H 2.01859 1.14398 1.25466
H 1.22139 0.48581 -1.66801
H 2.05910 -0.65967 -0.55128
H -0.29785 0.65896 0.99619
H -2.20742 -0.30380 -0.72139
H 0.16742 -1.70843 0.43747
H -0.27282 -1.40755 -1.30517
H -3.13889 -1.92966 -0.45878
*
```

Properties
Orbital gap = 0.3743 Eh
Electronic energy = -9438.48359 eV
Max |F| = 1.81 eV/Å

Mulliken atomic charge list, values in e, 5 entries: -1.172 -0.525 0.058 -0.647 -0.565


No. 15
# C5H10O2

2 unconnected molecules or ions with the total composition C5H10O2 (ωB97M-V with the def2-TZVPD basis set, the OMol25 dataset).

```
! wB97M-V def2-TZVPD RIJCOSX def2/J DEFGRID3
* xyz 0 1
C -1.59329 0.51862 -0.94944
C -1.51433 -0.23920 0.14044
C -0.90341 -1.61022 0.16466
O -0.13342 -1.73539 1.35143
H -1.16521 0.20689 -1.90112
H -2.07567 1.49250 -0.92983
H -1.92281 0.09782 1.09411
H -0.28928 -1.76570 -0.73746
H -1.71189 -2.35904 0.15521
H 0.15606 -2.65223 1.42607
C 1.85138 0.67586 0.39085
C 1.21610 1.74175 -0.45769
O 1.21541 1.74773 -1.66696
H 1.21677 0.40371 1.24107
H 2.06202 -0.20959 -0.21428
H 2.78741 1.08253 0.78179
H 0.80415 2.60395 0.11116
*
```

Properties
Orbital gap = 0.3850 Eh
SMILES = C=CCO.CC=O
Electronic energy = -9440.64996 eV
Max |F| = 0.53 eV/Å

Mulliken atomic charge list, values in e, 5 entries: -0.910 0.004 -0.388 -0.505 0.270